(1)
The following is a DFT calculation (ωB97M-V with the def2-TZVPD basis set) of C23H36N3O5S3SeSiSn as an isolated structure.

Atoms and positions in Å:
H  11.481  7.469  9.068
H  11.931  16.233  9.181
H  6.404  6.268  9.851
H  10.949  8.184  13.628
S  12.766  14.041  9.498
C  12.065  9.993  13.477
H  11.662  9.830  15.533
H  13.651  12.841  13.787
H  17.767  12.701  12.611
H  14.939  6.198  13.912
H  17.942  8.307  14.781
C  9.403  8.684  9.342
C  15.771  12.649  13.338
H  9.695  15.810  9.465
H  12.611  7.981  13.015
C  9.612  7.261  9.368
H  8.732  5.317  9.561
S  9.855  13.494  9.773
H  9.983  15.440  11.187
C  8.089  9.156  9.482
H  11.354  8.710  11.947
C  14.402  13.292  13.124
N  11.800  9.290  5.169
H  12.878  11.077  15.162
H  15.389  12.207  15.378
H  14.398  14.353  13.359
H  12.192  15.932  10.873
C  10.558  9.554  9.190
Se  14.281  10.689  6.472
H  13.355  9.333  15.104
C  11.719  8.603  12.988
C  16.204  7.928  13.583
O  10.823  6.710  9.248
O  13.112  10.492  12.590
C  11.481  12.925  9.448
Si  14.660  10.106  12.504
H  16.547  9.424  15.107
H  16.459  6.152  14.840
H  17.117  12.069  14.863
O  15.736  11.242  12.908
H  17.111  8.033  11.613
C  8.537  6.407  9.533
C  15.630  6.780  14.481
H  16.560  13.082  11.407
C  7.265  6.927  9.709
N  10.428  10.837  9.313
H  17.550  9.622  13.671
H  16.385  13.628  15.192
H  7.880  10.207  9.398
C  11.739  15.495  9.983
C  12.722  9.903  5.619
C  10.957  11.015  13.209
H  10.074  10.762  13.784
C  7.033  8.281  9.686
C  12.552  10.067  14.931
C  17.095  8.877  14.334
C  10.254  15.209  10.158
H  15.092  7.226  15.336
H  10.753  10.983  12.153
H  14.073  13.217  12.099
N  11.592  11.559  9.259
O  11.716  8.950  8.951
H  16.210  6.560  11.889
H  6.010  8.630  9.770
H  16.982  14.311  12.596
S  14.965  9.830  10.313
C  16.865  7.302  12.375
C  16.196  12.636  14.799
H  11.292  12.024  13.523
H  17.773  6.824  12.700
C  16.829  13.237  12.449
O  15.019  8.670  13.114
Sn  13.248  10.339  8.730

The net charge is +1. The total energy comes out at -5538.222461 a.u. Its energy relative to the best compared isomer or geometry (same formula, charge and spin) is 0.00 kcal per mole. The value obtained for the HOMO energy is -10.61 eV. The value obtained for the molar mass is 756.5 g/mol.

---

(2)
The following is a DFT calculation (ωB97M-V with the def2-TZVPD basis set) of C23H36N9O2Ru as an isolated structure.

Atoms and positions in Å:
H  5.430  -0.444  2.402
C  3.789  0.314  -0.968
N  -2.784  -1.997  -2.200
H  0.989  -0.400  2.518
N  0.628  1.435  0.815
H  3.407  -2.253  -1.635
H  0.354  4.730  3.722
H  -4.475  -3.155  -2.507
H  0.008  5.209  1.158
N  -3.762  -1.345  2.284
H  1.032  2.105  0.173
H  2.749  -0.593  -4.124
C  -2.522  1.407  -0.838
C  -4.506  0.095  -1.466
C  -3.097  -2.161  1.810
H  -4.405  -1.719  -3.521
H  -0.616  -0.615  3.249
C  5.726  0.396  0.436
H  4.332  -0.888  -3.433
C  0.405  2.050  1.975
H  -4.776  0.613  -2.390
H  2.863  -2.871  -3.185
C  -2.240  -0.876  -1.682
C  3.278  -0.751  -3.182
C  -2.699  -4.361  0.756
C  5.119  0.654  -0.781
H  -2.387  -4.038  -2.394
N  -3.088  -5.377  0.366
H  1.389  4.402  0.414
H  1.400  3.320  3.966
N  -3.045  0.129  -1.300
H  -2.875  1.610  0.174
H  -0.948  -3.020  -2.252
O  1.447  -1.907  -2.006
H  0.836  -1.737  -2.736
N  3.076  -0.270  0.014
C  2.804  -2.023  -2.508
H  3.072  -1.027  1.938
C  -0.829  1.966  4.107
C  -5.015  -1.326  -1.493
N  0.491  3.401  2.067
H  -1.857  -3.071  -3.772
O  -0.973  -0.810  -1.557
C  1.068  4.059  3.244
H  5.672  1.118  -1.588
C  3.674  -0.530  1.189
H  3.501  1.373  -2.813
N  0.169  -2.300  0.789
H  -1.668  1.290  4.272
N  0.044  1.378  3.086
H  -2.869  2.207  -1.494
H  -4.911  -1.787  -0.508
C  3.114  0.495  -2.298
H  -1.442  1.404  -0.840
H  -4.939  0.655  -0.638
C  -4.214  -2.099  -2.514
C  -0.903  -2.689  0.971
C  0.409  4.238  0.874
H  2.049  0.689  -2.140
C  -1.940  -3.089  -2.684
H  6.763  0.661  0.596
H  0.776  -0.194  4.254
H  -6.071  -1.335  -1.754
C  -2.235  -3.105  1.194
C  0.311  -0.036  3.279
C  4.991  -0.212  1.442
H  -0.306  2.102  5.054
H  1.934  4.643  2.932
H  -1.220  2.920  3.771
Ru  0.781  -0.454  -0.236
H  -0.268  3.799  0.145

Its multiplicity is 6. The net charge is +2. The total energy comes out at -1635.590720 a.u. Its energy relative to the best compared isomer or geometry (same formula, charge and spin) is 10.95 kcal per mole. The value obtained for the HOMO energy (alpha / beta) is -14.14 / -14.39 eV. The value obtained for the molar mass is 571.7 g/mol.

---

(3)
The following is a DFT calculation (ωB97M-V with the def2-TZVPD basis set) of a 7-piece molecular cluster, C23H36O19 overall.

Atoms and positions in Å:
H  5.650  -19.550  5.893
O  11.455  -14.244  14.541
O  7.159  -20.285  10.934
H  9.987  -13.216  5.380
O  6.673  -17.792  5.512
C  4.120  -10.880  6.066
H  4.141  -10.729  7.150
C  6.737  -21.592  10.506
O  8.768  -18.876  10.326
O  5.978  -18.244  8.877
H  11.003  -14.700  12.607
H  4.619  -10.017  5.571
H  9.650  -13.986  13.594
C  10.792  -15.651  9.303
C  4.967  -12.105  5.647
C  8.300  -12.362  7.771
H  4.992  -14.417  8.314
H  3.899  -16.947  10.762
H  6.174  -14.415  6.164
O  8.499  -16.407  5.529
H  5.653  -21.591  10.314
O  9.016  -11.936  6.748
C  9.044  -11.718  4.303
O  11.994  -14.841  16.602
C  9.738  -16.031  8.259
H  9.050  -16.280  13.989
C  4.932  -19.051  8.879
H  4.683  -14.982  5.303
H  3.098  -11.009  5.682
H  9.816  -12.067  9.264
H  8.209  -13.303  5.360
O  4.791  -19.998  8.133
C  11.462  -15.080  15.552
O  8.445  -20.689  9.130
H  8.908  -10.575  8.846
H  8.427  -20.495  5.324
C  10.492  -14.672  13.573
C  7.474  -21.774  9.196
O  8.533  -16.145  9.023
H  7.028  -22.341  11.254
H  5.361  -15.974  7.635
H  9.896  -17.010  7.781
C  8.141  -19.849  10.189
H  7.616  -20.106  6.897
C  9.024  -12.677  5.498
H  6.870  -21.600  8.299
O  8.713  -18.633  5.880
H  8.099  -11.219  4.257
O  7.820  -15.737  11.147
H  9.859  -11.037  4.527
C  8.663  -15.791  10.296
C  8.008  -17.499  5.671
O  3.990  -18.711  9.810
O  4.425  -13.199  6.096
C  6.507  -19.207  5.362
O  10.012  -15.486  10.488
H  10.463  -16.879  13.335
H  9.176  -12.382  3.466
H  4.758  -18.268  11.629
C  5.907  -17.370  9.954
H  11.507  -16.448  9.411
H  8.022  -22.706  8.995
H  9.473  -15.283  7.494
H  5.865  -16.369  9.545
C  7.896  -19.769  5.911
O  10.653  -16.181  15.330
C  5.082  -14.455  6.189
O  7.384  -13.156  7.774
C  4.660  -17.781  10.685
H  8.096  -11.795  9.820
H  11.304  -14.717  9.114
H  3.717  -15.462  7.551
C  4.752  -15.098  7.497
H  6.781  -17.612  10.583
C  8.832  -11.650  9.008
C  10.112  -16.096  13.967
H  6.404  -19.380  4.289
O  5.963  -12.105  4.988

Its SMILES is CCOC(C)=O.CCOC(C)=O.O=C1OCCO1.O=C1OCCO1.O=C1OCCO1.O=C1OCCO1.O=C1OCCO1. The total energy comes out at -2327.603723 a.u. The value obtained for the HOMO energy is -10.12 eV. The value obtained for the molar mass is 616.5 g/mol.

---

(4)
The following is a DFT calculation (ωB97M-V with the def2-TZVPD basis set) of C23H36P2Ti as an isolated structure.

Atoms and positions in Å:
C  -1.658  1.804  -3.484
H  -0.291  2.025  7.355
C  -1.595  1.147  0.388
H  0.680  2.279  -4.312
C  0.738  0.358  -0.369
H  1.134  1.340  1.742
H  -1.232  2.037  -4.472
C  1.765  -2.778  -2.649
C  -1.533  0.551  4.566
H  -0.406  -2.530  -4.296
H  -2.377  0.386  0.395
H  -2.476  2.724  -0.768
H  1.633  -0.816  4.748
C  1.635  1.942  0.943
C  -0.578  3.329  0.130
C  1.936  1.084  -0.272
C  -1.927  2.601  0.188
Ti  -0.399  -2.986  0.271
H  -2.365  1.891  6.019
H  0.732  -4.597  1.351
C  -0.358  -0.816  2.886
H  1.615  -3.162  2.079
C  1.334  -3.669  1.154
H  -0.772  4.350  -0.266
C  -0.379  -0.188  4.167
H  0.711  -0.670  0.028
C  -0.329  1.371  6.500
C  0.764  -0.209  5.022
H  1.898  1.256  -3.602
H  -1.412  -4.181  -0.815
C  -0.688  -1.861  -3.461
H  1.250  4.034  0.614
H  2.258  -1.797  -2.761
H  -2.541  3.071  0.965
H  -2.533  1.140  -3.632
H  1.396  2.750  -2.779
C  -0.085  -0.490  -3.753
C  -0.600  0.704  -0.859
H  -1.702  -3.943  -2.575
H  -1.151  -0.319  -1.010
P  0.115  -2.542  -1.873
H  1.665  0.576  6.805
P  -0.320  0.916  -2.579
C  1.042  1.894  -3.349
C  0.782  0.581  6.180
H  2.138  1.641  -1.197
C  -1.497  1.325  5.733
C  0.696  3.113  0.551
H  2.599  2.265  1.372
H  2.165  -3.781  0.469
H  -1.914  2.739  -2.956
H  -0.308  -4.999  -2.037
H  -2.429  0.516  3.937
H  -1.135  0.932  1.360
H  1.743  -3.254  -3.644
H  1.013  -0.574  -3.859
C  -0.428  -1.446  1.774
C  -0.917  -4.119  -1.829
H  2.391  -3.369  -1.986
H  -0.483  -0.097  -4.709
H  2.785  0.339  -0.130
H  -1.795  -1.815  -3.407

Its multiplicity is 3. The total energy comes out at -2429.712679 a.u. The value obtained for the HOMO energy (alpha / beta) is -4.90 / -4.91 eV. The value obtained for the molar mass is 422.4 g/mol.